1.
DFT (the ωB97M-V functional and the def2-TZVPD basis) results for a 2-piece molecular cluster, C3H9NO overall in a non-equilibrium geometry.

```
14
Properties=species:S:1:pos:R:3:forces:R:3:lowdin_charge:R:1
C 0.186 1.969 0.510 0.2756 0.6461 2.7050 -0.132
C 0.219 0.500 0.902 0.0485 -0.0754 -0.2731 -0.231
C -0.932 -0.262 0.922 -0.7127 0.7929 0.0943 -0.238
N -1.377 -1.060 -0.082 1.2996 -1.8514 0.4338 0.100
H -0.757 2.370 0.159 -0.1674 -0.4674 -0.5629 0.061
H 1.000 2.117 -0.191 -0.1827 0.1798 -0.3588 0.058
H 0.397 2.638 1.366 0.2761 0.0612 -0.1583 0.055
H 1.219 0.080 0.953 -0.0888 -0.5554 -1.1374 0.066
H -1.700 -0.159 1.703 -0.4474 0.9920 -0.6390 0.104
H -2.047 -1.796 0.124 0.0142 0.1121 0.1507 0.093
H -0.643 -1.363 -0.724 -0.1399 0.2441 -0.2042 0.079
H 1.752 -0.633 -2.532 0.0142 0.0280 0.0132 0.039
H 1.754 -0.476 -1.000 -0.1978 0.0403 -0.0195 0.009
O 1.465 -1.054 -1.717 0.0084 -0.1471 -0.0437 -0.064
```
Forces are in eV/Å.

## Properties
* SMILES string: C/C=C/N.O
* relative energy (zero: lowest compared OMol25 entry of this formula, charge and spin): 76.74 kcal/mol

2.
DFT (the ωB97M-V functional and the def2-TZVPD basis) results for a 2-piece molecular cluster, C3H9NO overall in a non-equilibrium geometry.

```
14
Properties=species:S:1:pos:R:3:forces:R:3:lowdin_charge:R:1
C -1.103 -1.508 -1.743 0.3338 0.6500 0.5358 -0.163
C -1.417 -0.204 -1.019 -0.8029 0.8518 0.4226 -0.184
H -0.049 -1.539 -2.029 -0.0938 -0.0861 -0.0987 0.057
H -1.274 -2.335 -1.054 -0.1976 -0.2046 -0.3015 0.061
H -1.723 -1.571 -2.631 0.0390 -0.3598 -0.1083 0.059
H -1.211 -0.177 0.049 0.5249 -0.3210 0.0958 0.047
H -2.483 0.040 -1.022 -0.1744 -0.3424 -0.2504 0.060
H -0.978 0.702 -1.432 0.3949 -0.1758 -0.2720 0.059
C 1.328 1.449 2.219 0.5318 -0.6794 1.0073 -0.430
N 2.091 0.842 1.273 -0.4698 0.0089 -0.0195 0.114
O 0.187 1.137 2.465 -0.2391 0.1473 -0.3109 0.007
H 1.885 2.116 2.902 -0.0103 0.4219 -0.4884 0.124
H 3.060 1.051 1.124 0.0180 0.0152 0.1208 0.090
H 1.688 -0.002 0.898 0.1453 0.0738 -0.3323 0.099
```
Forces are in eV/Å.

## Properties
* SMILES string: NC=O.CC
* relative energy (zero: lowest compared OMol25 entry of this formula, charge and spin): 12.48 kcal/mol

3.
DFT (the ωB97M-V functional and the def2-TZVPD basis) results for a 2-piece molecular cluster, C3H9NO overall in a non-equilibrium geometry.

```
14
Properties=species:S:1:pos:R:3:forces:R:3:lowdin_charge:R:1
C -0.108 1.968 -0.313 2.5849 1.8059 0.3664 -0.123
C 0.021 0.622 0.221 -0.6813 -0.3228 -0.0233 -0.215
C -0.206 0.098 1.401 -1.7847 -0.4508 1.6611 -0.228
N 0.028 -1.218 1.718 2.9411 -0.3996 -3.9697 0.041
H -0.923 2.609 -0.113 -1.4423 0.1508 0.4260 0.051
H 0.756 2.543 0.150 -0.6863 -0.2205 -0.8666 0.095
H 0.062 1.960 -1.388 -0.0379 0.0930 0.0024 0.067
H 0.335 -0.062 -0.503 0.9143 -1.1409 -0.9917 0.059
H -0.805 0.542 2.202 0.5133 0.6164 -0.2178 0.122
H -0.270 -1.745 2.435 -1.6065 -1.1283 3.1411 0.025
H 0.636 -1.794 1.106 -0.6776 1.0213 0.4789 0.108
H 0.003 -2.210 -1.676 -6.7525 -3.0816 8.5045 -0.112
H 0.009 -1.353 -2.923 -0.0474 -0.5299 0.7891 0.070
O 0.461 -1.960 -2.317 6.7631 3.5870 -9.3005 0.041
```
Forces are in eV/Å.

## Properties
* SMILES string: C/C=C/N.O
* relative energy (zero: lowest compared OMol25 entry of this formula, charge and spin): 59.32 kcal/mol

4.
DFT (the ωB97M-V functional and the def2-TZVPD basis) results for the molecule C3H9NO in a non-equilibrium geometry.

```
14
Properties=species:S:1:pos:R:3:forces:R:3:lowdin_charge:R:1
C 1.445 -0.450 -0.572 0.5324 2.8820 3.0712 -0.042
C 0.406 -0.035 0.539 -2.8096 1.3237 -6.6227 -0.355
C -1.016 -0.596 0.451 -0.8750 -0.7884 3.3938 -0.312
H 2.371 0.158 -0.143 -1.1377 -1.6314 -1.4293 0.114
H 1.630 -1.484 -0.736 0.2167 -0.7686 0.2468 0.064
H 1.076 0.028 -1.435 -0.0840 0.3311 -1.3760 0.051
H 0.744 -0.308 1.424 1.8311 -0.1175 4.4296 0.064
H 1.219 1.658 0.032 -4.7041 0.3994 0.7162 0.173
H -0.995 -1.765 0.592 -0.1533 1.9263 -1.6494 0.126
H -1.284 -0.461 1.655 -0.5972 0.6003 -2.7849 0.136
H -2.815 0.440 -0.790 3.8214 -2.1866 1.4392 0.135
H -1.212 1.210 -0.584 -1.6804 -4.2788 -0.5229 0.126
N -1.694 0.108 -0.671 -1.6599 4.1843 -0.0956 -0.091
O 0.126 1.498 0.240 7.2994 -1.8759 1.1841 -0.191
```
Forces are in eV/Å.

## Properties
* SMILES string: C[C@@H](O)CN
* relative energy (zero: lowest compared OMol25 entry of this formula, charge and spin): 107.86 kcal/mol

5.
DFT (the ωB97M-V functional and the def2-TZVPD basis) results for a 2-piece molecular cluster, C3H9NO overall in a non-equilibrium geometry.

```
14
Properties=species:S:1:pos:R:3:forces:R:3:lowdin_charge:R:1
C -0.158 -2.072 0.999 -1.4286 0.2632 0.1662 -0.116
C -0.460 -0.805 0.208 0.7928 0.2457 0.6594 -0.182
C -0.993 0.304 0.764 0.8489 -1.5058 -0.4245 -0.230
N -0.629 1.577 0.285 -1.5277 -0.1037 -0.7858 0.025
H 0.759 -2.599 0.750 0.0536 0.2505 -0.4249 0.064
H -0.068 -1.787 2.048 -0.0693 -0.2249 0.0541 0.063
H -0.991 -2.775 0.908 0.1822 -0.2693 0.1097 0.062
H 0.054 -0.705 -0.744 0.0110 0.0696 -0.0128 0.071
H -1.668 0.174 1.603 0.4422 0.4990 0.4444 0.111
H -1.352 2.264 0.475 0.0516 0.0693 0.0569 0.073
H -0.624 1.449 -0.731 0.5874 0.6340 0.1536 0.079
H 1.625 0.357 -1.076 -0.2267 -0.1923 0.1764 0.004
H 2.508 1.366 -1.692 0.7392 0.6797 -0.0731 0.026
O 1.743 0.847 -1.893 -0.4567 -0.4149 -0.0995 -0.050
```
Forces are in eV/Å.

## Properties
* SMILES string: C/C=C/N.O
* relative energy (zero: lowest compared OMol25 entry of this formula, charge and spin): 37.90 kcal/mol

6.
DFT (the ωB97M-V functional and the def2-TZVPD basis) results for a 2-piece molecular cluster, C3H9NO overall in a non-equilibrium geometry.

```
14
Properties=species:S:1:pos:R:3:forces:R:3:lowdin_charge:R:1
C 1.898 3.493 0.139 0.2527 -1.2170 0.5434 -0.167
C 2.562 4.530 -0.823 0.8051 -2.3608 2.0705 -0.154
H 1.606 3.940 1.111 0.0478 -0.0278 -0.6528 0.050
H 0.955 3.110 -0.353 1.0753 0.1127 0.7447 0.066
H 2.574 2.602 0.477 -1.1808 1.4786 -1.0555 0.086
H 2.526 5.471 -0.385 -0.2772 1.8838 0.3720 0.037
H 2.106 4.450 -1.736 -1.3745 0.3819 -2.2499 0.025
H 3.594 4.320 -1.036 0.6509 -0.2515 0.2275 0.056
C -1.661 -2.805 0.586 4.3060 1.6278 0.3528 -0.470
N -2.644 -3.321 -0.070 -2.9876 -1.5430 -3.1803 0.120
O -0.467 -2.931 0.339 -0.6632 -0.7109 -0.2973 0.006
H -1.876 -2.033 1.242 -1.1059 1.2501 2.4132 0.100
H -3.621 -3.083 0.111 0.7834 0.1019 0.1197 0.115
H -2.414 -3.393 -1.067 -0.3320 -0.7257 0.5920 0.129
```
Forces are in eV/Å.

## Properties
* SMILES string: NC=O.CC
* relative energy (zero: lowest compared OMol25 entry of this formula, charge and spin): 32.18 kcal/mol

| no. | energy (Eh) |
| --- | --- |
| 1 | -249.59140 |
| 2 | -249.69380 |
| 3 | -249.61917 |
| 4 | -249.54181 |
| 5 | -249.65329 |
| 6 | -249.66242 |